# 1
{"formula": "C29H36Br3Cl20F3NO2S", "method": "the ωB97M-V functional and the def2-TZVPD basis", "lumo_energy_ev": -3.80, "charge": 1, "homo_lumo_gap_ha": 0.292, "species": ["C", "C", "C", "C", "C", "C", "C", "C", "Br", "C", "C", "C", "C", "C", "O", "C", "C", "O", "C", "C", "C", "C", "F", "Br", "C", "F", "F", "Br", "C", "N", "C", "C", "C", "S", "H", "H", "H", "H", "H", "H", "H", "H", "H", "H", "H", "H", "H", "H", "H", "H", "H", "H", "H", "H", "H", "H", "H", "H", "H", "H", "H", "H", "H", "H", "H", "H", "H", "H", "H", "H", "C", "Cl", "Cl", "Cl", "Cl", "C", "Cl", "Cl", "Cl", "Cl", "C", "Cl", "Cl", "Cl", "Cl", "C", "Cl", "Cl", "Cl", "Cl", "C", "Cl", "Cl", "Cl", "Cl"], "coordinates": [[7.38494, 2.33881, 1.26399], [6.25684, 1.59218, 2.07485], [5.33215, 0.66336, 1.15510], [4.14535, 0.09972, 2.08375], [4.51594, -1.33178, 2.71951], [2.77465, 0.05242, 1.30933], [2.70899, -0.76073, 0.06217], [3.89404, -1.60465, -0.48937], [4.63484, -0.78213, -2.16317], [3.54770, -3.15575, -0.70022], [2.84828, -3.82225, 0.55214], [1.44000, -0.77512, -0.71468], [1.19950, -1.52574, -2.05311], [0.39349, -2.90268, -1.83187], [0.08181, -3.13983, -0.44805], [-0.50053, -4.37728, -0.24304], [-1.30382, -4.64564, 1.09133], [-0.41382, -5.30910, -1.00855], [0.30559, 0.02455, -0.19793], [-1.08468, 0.09688, -0.91975], [-1.46095, 1.55419, -1.40736], [-2.86567, 2.04892, -0.91793], [-3.23953, 3.22340, -1.58639], [-2.85693, 2.54072, 1.01410], [-4.05100, 0.99599, -1.17882], [-3.81167, 0.14648, -2.23846], [-5.18155, 1.76449, -1.56049], [-4.63706, -0.01562, 0.43398], [0.47675, 0.74932, 1.05118], [1.66532, 0.75649, 1.78119], [1.64341, 1.54456, 3.03498], [0.29948, 1.34970, 3.88631], [0.08305, -0.18288, 4.25010], [0.10855, -0.31113, 6.11406], [7.75799, 1.71913, 0.40775], [7.06336, 3.37199, 0.94210], [8.25421, 2.50740, 1.96805], [5.60824, 2.29444, 2.66674], [6.76378, 0.92187, 2.83265], [4.95474, 1.30423, 0.31653], [6.01644, -0.16331, 0.81016], [4.14136, 0.80095, 2.95393], [5.58911, -1.60004, 2.54988], [3.85416, -2.07119, 2.17659], [4.21870, -1.39773, 3.79652], [4.78726, -1.63627, 0.19281], [4.56336, -3.64756, -0.78876], [3.04198, -3.35372, -1.67898], [2.13899, -3.16168, 1.10890], [3.64768, -4.28008, 1.19185], [2.24673, -4.69536, 0.15543], [0.54518, -0.89945, -2.70554], [2.12184, -1.79673, -2.61756], [-0.54388, -2.87422, -2.45061], [1.02870, -3.73828, -2.24631], [-0.97057, -5.64717, 1.48800], [-1.09050, -3.86705, 1.86818], [-2.40257, -4.75561, 0.88005], [-1.84109, -0.19429, -0.12899], [-1.20147, -0.64381, -1.74535], [-0.67753, 2.33135, -1.18470], [-1.53545, 1.51582, -2.53749], [-0.42378, 1.33644, 1.37758], [1.65868, 2.63450, 2.73277], [2.45952, 1.32514, 3.75947], [0.49274, 1.90668, 4.84634], [-0.58864, 1.83449, 3.40743], [0.91501, -0.80650, 3.81425], [-0.91259, -0.52035, 3.86446], [-0.90098, -1.16077, 6.49127], [2.07806, 2.62683, -3.48671], [2.28547, 2.45885, -1.73017], [1.60614, 1.06286, -4.18089], [0.81474, 3.82469, -3.81902], [3.60239, 3.15706, -4.21136], [-7.83401, -0.55475, -2.97459], [-9.00292, -1.60380, -3.79329], [-6.51288, -0.15463, -4.08799], [-8.64129, 0.93603, -2.45660], [-7.17740, -1.39465, -1.55539], [-5.83191, -3.64099, -6.14852], [-5.00352, -5.00017, -6.92844], [-7.04903, -4.26114, -5.02106], [-4.64937, -2.66002, -5.26055], [-6.61984, -2.64153, -7.38125], [-7.44835, 3.25021, 1.61564], [-7.73510, 4.99410, 1.47399], [-6.76460, 2.89097, 3.21451], [-8.97945, 2.38043, 1.41864], [-6.31117, 2.73320, 0.35883], [-1.99011, 6.36095, 0.04297], [-1.09593, 5.51792, -1.23881], [-3.67771, 5.81881, 0.05040], [-1.24593, 5.99957, 1.61424], [-1.93043, 8.10605, -0.24891]], "atomic_forces_ev_per_a": [[0.1, 0.3, 1.0], [0.1, -0.7, -0.2], [0.5, 0.8, 1.3], [0.6, -0.2, 0.0], [-1.3, 0.0, -0.9], [0.5, -1.0, -1.0], [-2.2, 1.1, 0.0], [0.1, -0.8, 0.8], [-0.4, -0.4, 0.8], [0.9, 0.3, 0.1], [0.0, -0.9, -0.9], [0.1, 1.3, 1.5], [-0.5, -0.8, 0.7], [0.8, 0.0, -1.3], [-1.0, -0.6, -0.2], [-0.8, -1.7, 0.9], [0.9, 0.4, 0.0], [0.3, 1.4, -0.1], [1.7, -0.1, 1.1], [-0.1, 0.3, 1.4], [-0.3, 0.1, -1.1], [0.0, 0.4, -0.3], [0.8, -1.7, 0.6], [0.6, 0.0, -0.8], [-2.0, 0.6, -0.7], [0.1, 1.2, 1.6], [2.3, -1.7, 0.0], [0.7, -0.3, -1.3], [-0.1, -1.2, -2.2], [-0.3, -1.4, -1.9], [-1.4, 1.5, 1.2], [1.0, -0.3, 0.1], [-0.6, 0.4, -0.1], [-0.1, -0.2, -0.2], [-0.4, 0.7, 0.7], [0.2, -1.3, 0.0], [-0.8, -0.2, -0.9], [0.7, -0.4, -0.7], [-0.6, 0.6, -0.7], [0.3, -0.9, 0.5], [-1.0, 0.9, -0.1], [-0.5, -0.5, -1.0], [-0.9, 0.3, 0.3], [1.0, 0.5, 0.8], [0.5, 0.2, -0.9], [-1.2, 0.5, -0.7], [-1.1, 0.5, -0.1], [0.3, 0.3, 1.1], [0.8, -0.5, -0.4], [-0.9, 0.7, -0.2], [0.6, 0.9, 0.5], [0.8, -0.4, 0.6], [-0.7, 0.7, 0.7], [0.7, -0.1, 0.7], [-0.8, 0.8, 0.6], [-0.2, 1.1, -0.6], [-0.4, -0.6, -0.7], [1.1, 0.4, 0.0], [0.8, 0.1, -0.8], [0.3, 0.7, 0.8], [-0.9, -0.8, 0.0], [0.0, 0.2, 1.2], [1.4, -0.5, 0.1], [0.4, -1.2, 0.4], [-0.4, 0.0, -1.2], [-0.2, -0.4, -1.0], [0.7, -0.6, 0.4], [-1.0, 0.5, 0.5], [1.0, 0.1, 0.3], [0.5, 0.4, -0.8], [0.1, 0.2, -0.2], [0.0, 0.1, -0.1], [0.1, 0.3, 0.0], [0.1, -0.2, 0.1], [-0.2, -0.1, 0.1], [-0.1, 0.1, -0.1], [0.1, 0.2, 0.1], [-0.3, 0.0, 0.2], [0.1, -0.2, 0.0], [-0.1, 0.1, -0.2], [-0.1, -0.1, -0.1], [-0.1, 0.2, 0.1], [0.2, 0.0, -0.1], [0.1, -0.2, -0.1], [0.1, -0.1, 0.2], [0.0, 0.1, 0.0], [0.0, -0.2, 0.0], [0.0, 0.0, -0.1], [0.2, 0.1, 0.0], [-1.0, 0.7, 0.7], [-0.2, 0.1, 0.0], [0.0, 0.1, 0.1], [0.2, 0.2, 0.0], [0.0, 0.0, -0.1], [0.0, -0.3, 0.0]]}

=====

# 2
{"formula": "C29H36Cl3Ge2N8O4Ti", "method": "the ωB97M-V functional and the def2-TZVPD basis", "lumo_energy_ev": [-6.72, -6.63], "multiplicity": 2, "charge": 2, "homo_lumo_gap_ha": [0.248, 0.276], "species": ["Ti", "N", "N", "C", "N", "N", "N", "O", "O", "H", "H", "H", "H", "H", "C", "N", "C", "C", "N", "H", "H", "H", "H", "H", "H", "Cl", "C", "Cl", "Cl", "C", "O", "O", "C", "Ge", "C", "C", "Ge", "C", "C", "C", "C", "C", "C", "C", "C", "C", "C", "C", "C", "H", "H", "H", "H", "H", "H", "H", "H", "H", "H", "H", "H", "H", "H", "H", "H", "H", "H", "H", "C", "C", "C", "C", "C", "C", "C", "C", "N", "H", "H", "H", "H", "H", "H"], "coordinates": [[1.57086, 0.59695, -0.61262], [2.61620, 4.11894, -0.67235], [1.33796, 4.64905, -0.54998], [0.24571, 3.87079, -0.66043], [-0.93020, 4.50249, -0.73616], [0.36955, 2.53894, -0.59345], [-0.81827, 1.84023, -0.78644], [-1.83233, 2.13599, -1.43086], [-0.41212, 0.50773, -0.83407], [3.13199, 4.20880, 0.19628], [3.11893, 4.60161, -1.40892], [1.21131, 5.64820, -0.48406], [-0.95115, 5.49721, -0.88461], [-1.76986, 3.97136, -0.91327], [2.17200, -0.12301, 4.75046], [1.34101, 0.77038, 3.92727], [0.52512, 1.79251, 4.59217], [1.40225, 0.71471, 2.64244], [1.46248, 0.66713, 1.48323], [2.85240, 0.47673, 5.35339], [2.74858, -0.77694, 4.10168], [1.52909, -0.71773, 5.39755], [1.17269, 2.47600, 5.14032], [-0.16253, 1.30620, 5.28260], [-0.03868, 2.34480, 3.84427], [1.83863, 1.57445, -3.07274], [3.64241, 1.86689, -3.00516], [4.45878, 0.49005, -3.71532], [3.98327, 3.34082, -3.87041], [4.07083, 1.96292, -1.50826], [5.02121, 2.59956, -1.17930], [3.32678, 1.23424, -0.71164], [-3.68743, 1.04169, -3.63473], [-2.86590, -0.67487, -3.20485], [-1.22081, -0.96405, -4.23034], [-4.12121, -2.16038, -3.38488], [-2.21405, -0.71178, -0.84017], [-1.49810, -2.36638, -0.13580], [-1.53020, -2.62594, 1.23877], [-1.13958, -3.85970, 1.73576], [-0.71900, -4.85680, 0.86478], [-0.70480, -4.62586, -0.50439], [-1.10323, -3.39332, -0.99777], [-3.13026, 0.28935, 0.54123], [-4.48835, 0.55186, 0.38110], [-5.19613, 1.24639, 1.35314], [-4.54546, 1.70148, 2.48736], [-3.18804, 1.45624, 2.65402], [-2.48589, 0.74958, 1.69195], [-4.33975, 0.91530, -4.49901], [-2.93012, 1.78420, -3.87475], [-4.28593, 1.42097, -2.80815], [-1.46257, -0.92351, -5.29316], [-0.75836, -1.93149, -4.03705], [-0.49178, -0.17910, -4.02801], [-4.41241, -2.25377, -4.43129], [-5.02572, -1.99146, -2.80171], [-3.67951, -3.10588, -3.07199], [-1.89105, -1.87088, 1.92838], [-1.18487, -4.05527, 2.79900], [-0.42286, -5.82307, 1.25093], [-0.40352, -5.41126, -1.18436], [-1.11592, -3.24030, -2.07258], [-5.01596, 0.21896, -0.50675], [-6.25288, 1.43294, 1.21960], [-5.09516, 2.24534, 3.24335], [-2.68610, 1.81229, 3.54458], [-1.42636, 0.55647, 1.83402], [1.81232, -1.20929, -1.59640], [2.60319, -1.69762, -0.45977], [1.95011, -2.17527, 0.68338], [2.66756, -2.57908, 1.79684], [4.05323, -2.49019, 1.77875], [4.73216, -2.03017, 0.64040], [4.01399, -1.63439, -0.46272], [4.78926, -2.84619, 2.95687], [5.34298, -3.13515, 3.92038], [0.82874, -1.67037, -1.67985], [2.32231, -1.15394, -2.55280], [0.87063, -2.24552, 0.69240], [2.15599, -2.96887, 2.66654], [5.81217, -1.98478, 0.64719], [4.52976, -1.26513, -1.33906]], "atomic_forces_ev_per_a": [[1.0, 0.3, 0.8], [0.0, 0.0, 0.0], [0.0, -0.1, 0.0], [0.0, 0.0, 0.3], [0.1, 0.1, 0.0], [-0.3, 0.2, -0.6], [0.0, -0.5, 0.9], [0.2, 0.3, -0.4], [-0.5, -0.5, -0.2], [0.0, 0.0, 0.0], [0.0, 0.0, 0.0], [0.0, 0.0, 0.0], [0.0, 0.0, 0.0], [0.0, 0.0, 0.0], [0.0, 0.0, 0.0], [0.0, -0.1, 0.1], [0.0, 0.0, 0.0], [0.1, 0.1, -0.2], [-0.1, -0.1, -0.1], [0.0, 0.0, 0.0], [0.0, 0.0, 0.0], [0.0, 0.0, 0.0], [0.0, 0.0, 0.0], [0.0, 0.0, 0.0], [0.0, 0.0, 0.0], [0.1, 0.1, -0.2], [-0.2, 0.2, 0.0], [0.1, -0.1, 0.0], [0.0, -0.1, 0.0], [0.3, 0.2, 0.1], [-0.1, -0.1, -0.2], [-0.7, -0.4, -0.1], [0.0, 0.0, 0.0], [-0.1, 0.0, -0.1], [0.0, 0.0, 0.0], [0.0, 0.0, 0.0], [0.2, 0.2, 0.1], [-0.1, 0.0, 0.1], [-0.1, 0.1, 0.0], [0.0, 0.0, 0.0], [0.0, 0.0, 0.0], [0.0, 0.0, 0.0], [0.0, 0.1, -0.1], [0.0, 0.0, 0.0], [0.0, 0.0, -0.1], [0.0, 0.0, 0.0], [0.0, 0.0, 0.0], [0.0, 0.0, 0.0], [0.0, -0.1, -0.1], [0.0, 0.0, 0.0], [0.0, 0.0, 0.0], [0.0, 0.0, 0.0], [0.0, 0.0, 0.0], [0.0, 0.0, 0.1], [0.0, 0.0, 0.0], [0.0, 0.0, 0.0], [0.0, 0.0, 0.0], [0.0, 0.0, 0.0], [0.0, 0.0, 0.0], [0.0, 0.0, 0.0], [0.0, 0.0, 0.0], [0.0, 0.0, 0.0], [0.0, 0.0, 0.0], [0.0, 0.0, 0.0], [0.0, 0.0, 0.0], [0.0, 0.0, 0.0], [0.0, 0.0, 0.0], [0.0, 0.0, 0.0], [-0.1, 0.0, -0.2], [-0.1, 0.2, 0.0], [0.0, 0.0, 0.0], [0.0, 0.0, -0.1], [0.0, 0.1, -0.1], [-0.1, 0.0, 0.0], [0.0, 0.0, 0.1], [0.0, -0.2, 0.1], [0.0, 0.1, 0.0], [0.0, 0.0, 0.0], [0.0, 0.0, 0.0], [0.0, -0.1, 0.0], [0.0, 0.0, 0.0], [0.0, 0.0, 0.0], [0.0, 0.0, 0.0]]}

=====

# 3
{"formula": "C29H36F3FeNPS4", "method": "the ωB97M-V functional and the def2-TZVPD basis", "lumo_energy_ev": [2.49, 2.49], "multiplicity": 5, "charge": -1, "homo_lumo_gap_ha": [0.236, 0.237], "species": ["Fe", "S", "C", "C", "C", "C", "C", "C", "S", "C", "C", "C", "C", "C", "C", "C", "S", "C", "C", "C", "C", "C", "C", "S", "N", "H", "H", "H", "H", "H", "H", "H", "H", "H", "H", "H", "H", "H", "H", "H", "C", "C", "C", "P", "C", "C", "C", "C", "C", "C", "H", "H", "H", "H", "H", "H", "H", "H", "H", "H", "H", "H", "H", "H", "H", "H", "H", "H", "H", "H", "H", "F", "C", "F", "F"], "coordinates": [[-0.89488, -0.14056, 0.08062], [-0.46747, -0.40672, 2.43194], [1.02850, -1.30762, 2.30869], [1.38918, -2.15753, 3.36980], [2.54847, -2.90604, 3.35794], [3.42353, -2.83919, 2.27716], [3.10603, -2.00416, 1.22208], [1.92678, -1.26458, 1.22429], [1.59800, -0.19825, -0.16257], [1.59355, -1.37672, -1.55478], [0.48866, -1.11211, -2.54721], [0.66474, -1.37692, -3.89639], [-0.42324, -1.26404, -4.74696], [-1.64984, -0.89059, -4.22993], [-1.74660, -0.61121, -2.87190], [-3.05220, -0.17058, -2.26701], [-3.32032, -0.83186, -0.60091], [-3.37238, -2.55751, -1.03691], [-4.54248, -3.02623, -1.63348], [-4.65855, -4.34010, -2.04502], [-3.57660, -5.19548, -1.83323], [-2.42650, -4.73998, -1.22698], [-2.27116, -3.40156, -0.79727], [-0.82933, -2.90978, 0.01817], [-0.69212, -0.71389, -2.06641], [0.70709, -2.22500, 4.20789], [2.77228, -3.55368, 4.19765], [4.33575, -3.42170, 2.26137], [3.78129, -1.91455, 0.37810], [1.39192, -2.36376, -1.12669], [2.56045, -1.37768, -2.05657], [1.63432, -1.68625, -4.26311], [-0.31576, -1.47704, -5.80321], [-2.52579, -0.81318, -4.85957], [-3.87736, -0.47858, -2.90865], [-3.07183, 0.91594, -2.17539], [-5.37015, -2.33751, -1.76556], [-5.57034, -4.69518, -2.50778], [-3.63902, -6.23320, -2.14163], [-1.59551, -5.41327, -1.05770], [4.75369, 1.10787, 2.86211], [3.62664, 1.91485, 3.50608], [2.94943, 1.07429, 4.58918], [2.36274, 2.37818, 2.22231], [3.40482, 3.32932, 1.00440], [2.51910, 3.76440, -0.16403], [4.24103, 4.49845, 1.51520], [1.38886, 3.74954, 3.05090], [0.04158, 3.22757, 3.55213], [2.08561, 4.54570, 4.15546], [5.44435, 0.74776, 3.63018], [5.33221, 1.69611, 2.14633], [4.35041, 0.23450, 2.34184], [4.05501, 2.81200, 3.96328], [2.51025, 0.17462, 4.15184], [2.15027, 1.61250, 5.10084], [3.68292, 0.76422, 5.33975], [4.08460, 2.55765, 0.62262], [1.79791, 4.52354, 0.14572], [1.94766, 2.92841, -0.56970], [3.12875, 4.19428, -0.96357], [3.60103, 5.32546, 1.82879], [4.88851, 4.87631, 0.71744], [4.87785, 4.22087, 2.35812], [1.17614, 4.43115, 2.21847], [0.16938, 2.54719, 4.39773], [-0.48591, 2.67820, 2.77490], [-0.58330, 4.06318, 3.88298], [2.25934, 3.92430, 5.03622], [1.44362, 5.37417, 4.46972], [3.04506, 4.96323, 3.85115], [-2.72570, 2.34772, -0.21752], [-1.41155, 1.95148, -0.39521], [-1.17333, 2.28522, -1.72276], [-0.67083, 2.93204, 0.24571]], "atomic_forces_ev_per_a": [[-0.3, -0.4, 0.1], [0.2, 0.1, 0.0], [-0.1, 0.0, 0.0], [0.0, 0.0, 0.0], [0.0, 0.0, 0.0], [0.0, 0.0, 0.0], [0.0, 0.0, 0.0], [0.0, 0.1, 0.0], [0.1, 0.1, -0.1], [0.0, 0.0, 0.0], [0.0, 0.1, 0.1], [0.0, 0.0, 0.0], [0.0, 0.0, 0.0], [0.0, 0.0, 0.0], [0.0, 0.0, -0.1], [-0.1, 0.1, 0.0], [-0.1, 0.1, -0.1], [0.0, 0.0, 0.0], [0.0, 0.0, 0.0], [0.0, 0.0, 0.0], [0.0, 0.0, 0.0], [0.1, 0.0, 0.0], [-0.1, 0.0, 0.0], [0.0, -0.1, 0.2], [0.1, 0.2, -0.2], [0.0, 0.0, 0.0], [0.0, 0.0, 0.0], [0.0, 0.0, 0.0], [0.0, 0.0, 0.0], [0.0, 0.0, 0.0], [0.0, 0.0, 0.0], [0.0, 0.0, 0.0], [0.0, 0.0, 0.0], [0.0, 0.0, 0.0], [0.0, 0.0, 0.0], [0.0, 0.0, 0.0], [0.0, 0.0, 0.0], [0.0, 0.0, 0.0], [0.0, 0.0, 0.0], [0.0, 0.0, 0.0], [0.0, 0.0, 0.0], [0.0, 0.0, 0.0], [0.0, 0.0, 0.0], [0.0, 0.0, 0.1], [0.0, -0.1, -0.1], [0.0, 0.0, 0.0], [0.0, 0.0, 0.0], [0.0, 0.0, 0.0], [0.0, 0.0, 0.0], [0.0, 0.0, 0.0], [0.0, 0.0, 0.0], [0.0, 0.0, 0.0], [0.0, 0.0, 0.0], [0.0, 0.0, 0.0], [0.0, 0.0, 0.0], [0.0, 0.0, 0.0], [0.0, 0.0, 0.0], [0.0, 0.0, 0.0], [0.0, 0.0, 0.0], [0.0, 0.0, 0.0], [0.0, 0.0, 0.0], [0.0, 0.0, 0.0], [0.0, 0.0, 0.0], [0.0, 0.0, 0.0], [0.0, 0.0, 0.0], [0.0, 0.0, 0.0], [0.0, 0.0, 0.0], [0.0, 0.0, 0.0], [0.0, 0.0, 0.0], [0.0, 0.0, 0.0], [0.0, 0.0, 0.0], [-0.1, 0.1, 0.1], [0.6, -0.1, 0.2], [-0.1, -0.1, -0.5], [-0.2, -0.1, 0.3]]}

=====

> Among the records above, which one has the lowest charge?

C29H36F3FeNPS4

=====

> Which of these has the highest charge?

C29H36Cl3Ge2N8O4Ti